Record 1
107
Properties=species:S:1:pos:R:3 method="wB97M-V/def2-TZVPD" charge=-2 orbital_gap_ha=0.1900 total_energy_ev=-140033.1541 e_lumo_ha=0.1183 spin_multiplicity=1
Cd -2.672 1.963 -0.868
S -1.460 0.959 1.242
P -0.152 2.400 0.689
C 0.252 2.987 -0.855
P 0.137 1.985 -2.225
S -1.587 1.602 -3.206
C 1.115 2.896 -3.468
C 1.207 2.425 -4.772
C 1.933 3.128 -5.715
C 2.565 4.310 -5.365
C 2.461 4.791 -4.070
C 1.739 4.086 -3.125
C 1.014 0.373 -2.133
C 0.283 -0.863 -2.323
C 0.889 -2.048 -2.270
C 2.287 -2.225 -1.775
C 3.019 -0.898 -1.454
C 2.319 0.358 -1.826
C -0.557 3.918 1.635
C -0.416 5.174 1.061
C -0.700 6.306 1.802
C -1.140 6.191 3.111
C -1.286 4.938 3.683
C -0.987 3.805 2.950
C 1.344 1.947 1.693
C 2.406 2.844 1.679
C 3.548 2.595 2.416
C 3.648 1.437 3.173
C 2.598 0.534 3.188
C 1.456 0.787 2.448
H 0.697 1.508 -5.036
H 2.008 2.755 -6.729
H 3.150 4.849 -6.099
H 2.950 5.716 -3.797
H 1.650 4.438 -2.106
H -0.756 -0.774 -2.618
H 0.363 -2.940 -2.589
H 2.845 -2.894 -2.444
H 4.059 -0.892 -1.794
H 2.875 1.286 -1.745
H -0.106 5.243 0.028
H -0.578 7.287 1.364
H -1.376 7.077 3.689
H -1.632 4.845 4.705
H -1.095 2.819 3.386
H 2.314 3.753 1.097
H 4.367 3.305 2.406
H 4.546 1.243 3.745
H 2.673 -0.376 3.768
H 0.629 0.091 2.463
S -5.239 1.807 -0.660
C -5.550 3.364 0.023
C -6.796 3.544 0.620
C -7.189 4.748 1.197
C -8.449 4.873 1.794
N -9.488 4.965 2.286
C -6.292 5.843 1.174
C -5.049 5.672 0.576
C -4.647 4.469 0.001
S -3.084 4.457 -0.721
C -6.642 7.077 1.739
N -6.919 8.097 2.199
H -7.479 2.705 0.626
H -4.359 6.503 0.546
C 0.373 -5.554 -1.418
C 0.115 -6.260 -0.086
C -1.164 -7.085 -0.270
C 1.279 -7.239 0.146
C -0.039 -5.302 1.149
O -0.088 -6.122 2.325
C 1.121 -4.300 1.336
C 1.103 -3.071 0.413
C 2.427 -2.660 -0.272
C 2.912 -1.229 0.066
C 4.150 -1.071 0.858
C 4.978 -2.105 1.007
Cl 6.456 -1.927 1.903
C 4.699 -3.402 0.446
C 3.524 -3.669 -0.136
C -1.400 -4.563 1.300
N -1.863 -3.668 0.282
C -2.024 -2.328 0.357
N -2.586 -1.878 -0.735
C -2.771 -2.986 -1.473
N -2.360 -4.092 -0.893
H 0.481 -6.313 -2.194
H 1.275 -4.953 -1.405
H -0.483 -4.939 -1.682
H -1.011 -7.820 -1.061
H -1.982 -6.435 -0.570
H -1.429 -7.618 0.639
H 1.333 -7.914 -0.705
H 1.132 -7.850 1.033
H 2.233 -6.724 0.225
H 0.813 -6.329 2.586
H 2.070 -4.837 1.250
H 1.051 -3.958 2.376
H 0.764 -2.212 0.991
H 0.362 -3.215 -0.364
H 2.115 -0.637 0.514
H 4.357 -0.099 1.278
H 5.479 -4.145 0.512
H 3.361 -4.646 -0.578
H -1.308 -3.976 2.220
H -2.163 -5.330 1.462
H -1.730 -1.729 1.195
H -3.227 -2.978 -2.441

Record 2
108
Properties=species:S:1:pos:R:3 method="wB97M-V/def2-TZVPD" relative_energy_kcal_mol=16.0 charge=0 orbital_gap_ha="0.2617 / 0.2614" total_energy_ev=-111617.4617 e_lumo_ha="-0.0032 / -0.0032" spin_multiplicity=1
Y 0.796 -0.567 1.213
O -2.086 4.083 -0.438
S -2.079 2.642 -0.751
C -1.457 2.507 -2.438
C -2.224 3.098 -3.422
C -1.691 3.363 -4.678
C -0.383 2.940 -4.951
C 0.346 2.247 -4.028
C -0.186 1.939 -2.770
P 1.003 1.052 -1.625
C 2.202 2.388 -1.225
C 2.029 3.015 0.030
C 2.989 3.935 0.425
C 4.024 4.369 -0.460
C 4.070 3.822 -1.729
C 3.276 2.707 -2.040
C 1.984 -0.083 -2.730
C 3.408 -0.159 -2.607
C 4.120 -0.881 -3.562
C 3.464 -1.476 -4.637
C 2.093 -1.454 -4.679
C 1.364 -0.676 -3.803
C -3.830 2.191 -0.907
C -4.722 3.211 -1.188
C -5.860 2.892 -1.951
C -6.192 1.596 -2.212
C -5.432 0.534 -1.705
C -4.217 0.863 -1.024
P -3.258 -0.389 -0.174
C -4.484 -0.847 1.121
C -5.580 -1.736 0.895
C -6.426 -2.029 1.914
C -6.249 -1.461 3.189
C -5.242 -0.586 3.399
C -4.303 -0.328 2.396
C -3.303 -1.734 -1.349
C -3.464 -3.095 -0.897
C -3.475 -4.131 -1.813
C -3.085 -3.898 -3.114
C -2.889 -2.565 -3.576
C -3.165 -1.483 -2.740
H -3.229 3.421 -3.178
H -2.261 3.837 -5.472
H 0.050 3.231 -5.911
H 1.333 1.912 -4.313
H 1.298 2.711 0.795
H 2.957 4.349 1.461
H 4.796 5.101 -0.179
H 4.678 4.289 -2.546
H 3.424 2.285 -3.053
H 3.935 0.209 -1.746
H 5.169 -0.958 -3.427
H 4.040 -2.018 -5.424
H 1.533 -1.941 -5.511
H 0.259 -0.602 -3.883
H -4.469 4.242 -1.032
H -6.482 3.726 -2.256
H -7.053 1.461 -2.824
H -5.689 -0.518 -1.847
H -5.755 -2.061 -0.105
H -7.244 -2.754 1.755
H -6.886 -1.790 4.021
H -5.138 -0.052 4.360
H -3.397 0.303 2.558
H -3.643 -3.279 0.167
H -3.698 -5.125 -1.482
H -2.943 -4.706 -3.810
H -2.497 -2.383 -4.580
H -3.295 -0.509 -3.169
C 0.913 -5.349 1.371
C 0.469 -3.949 1.453
N 1.177 -2.918 0.947
O 2.279 -3.292 0.215
C -0.625 -3.405 2.303
C -1.807 -4.140 2.883
N -0.545 -2.056 2.480
O -1.031 -1.528 3.522
H 1.425 -5.551 0.397
H 0.011 -6.024 1.441
H 1.597 -5.560 2.207
H 3.084 -3.043 0.771
H -1.521 -4.773 3.708
H -2.271 -4.841 2.230
H -2.589 -3.466 3.321
C 8.268 2.070 3.271
C 6.916 1.431 3.340
C 6.025 1.360 2.262
C 4.712 0.970 2.359
C 4.263 0.388 3.573
C 5.181 0.297 4.634
C 6.468 0.747 4.499
S 2.664 -0.541 3.537
O 2.623 -1.356 4.728
O 2.866 -1.303 2.224
N 1.518 0.453 3.071
C 0.436 1.109 3.874
C -0.841 1.250 3.008
O -1.926 1.608 3.478
O -0.733 0.911 1.757
H 8.190 3.193 3.128
H 8.784 1.639 2.410
H 8.815 1.893 4.166
H 6.447 1.647 1.296
H 3.988 1.148 1.539
H 4.871 -0.167 5.568
H 7.212 0.508 5.269
H 0.774 2.052 4.309
H 0.236 0.388 4.722

Record 3
113
Properties=species:S:1:pos:R:3 method="wB97M-V/def2-TZVPD" s_squared=0.7646 relative_energy_kcal_mol=0.0 charge=+2 orbital_gap_ha="0.2199 / 0.2165" total_energy_ev=-295920.2457 e_lumo_ha="-0.2312 / -0.2432" spin_multiplicity=2
Ti -1.477 1.176 1.287
S 0.977 1.711 0.890
C 1.338 2.057 2.514
N 2.440 1.655 3.116
C 2.772 2.182 4.456
C 2.451 3.639 4.493
N 1.039 3.810 4.122
C 0.387 4.976 4.741
C 0.003 4.639 6.164
C -0.674 3.469 6.407
C -1.060 3.113 7.696
C -0.704 3.902 8.763
C 0.037 5.069 8.537
C 0.356 5.437 7.246
C 0.447 3.056 3.232
S -1.206 3.160 2.835
C 3.451 0.816 2.441
C 4.465 1.725 1.806
C 4.186 2.528 0.706
C 5.125 3.491 0.310
C 6.302 3.667 1.015
C 6.634 2.792 2.047
C 5.740 1.809 2.426
H 3.832 2.017 4.609
H 2.233 1.571 5.197
H 3.056 4.268 3.866
H 2.566 4.013 5.507
H -0.465 5.241 4.110
H 1.059 5.820 4.700
H -0.925 2.800 5.605
H -1.612 2.187 7.838
H -1.001 3.663 9.779
H 0.332 5.705 9.360
H 0.939 6.360 7.135
H 2.899 0.184 1.715
H 3.913 0.234 3.238
H 3.239 2.389 0.177
H 4.874 4.135 -0.512
H 7.014 4.411 0.753
H 7.603 2.880 2.514
H 6.007 1.127 3.235
O 0.677 -1.838 1.815
As -0.508 -1.594 3.070
O 0.232 -1.712 4.503
O -0.780 0.097 2.590
C -1.979 -2.859 2.695
C -1.699 -4.040 3.406
C -2.527 -5.123 3.362
C -3.660 -5.141 2.559
C -3.972 -4.014 1.818
C -3.152 -2.864 1.918
S -3.830 -1.291 1.442
O -4.827 -1.394 0.347
O -4.356 -0.735 2.638
O -2.669 -0.577 0.771
H 1.506 -1.781 2.316
H -0.829 -4.063 4.037
H -2.251 -5.966 3.962
H -4.352 -5.968 2.503
H -4.834 -3.955 1.186
C 0.446 -0.356 -3.899
P -0.583 -0.927 -2.573
C -2.321 -0.901 -2.916
C -2.736 0.160 -3.751
C -4.065 0.253 -4.152
C -4.999 -0.643 -3.678
C -4.593 -1.656 -2.809
C -3.283 -1.794 -2.426
C 0.128 -2.172 -1.574
C 1.483 -1.888 -1.269
C 2.234 -2.841 -0.618
C 1.672 -4.053 -0.229
C 0.359 -4.324 -0.568
C -0.436 -3.377 -1.193
P 1.206 -1.691 -4.959
C 1.540 -0.635 -6.407
C 1.734 -1.365 -7.590
C 2.106 -0.766 -8.764
C 2.320 0.608 -8.749
C 2.160 1.352 -7.594
C 1.752 0.747 -6.411
C -0.409 -2.430 -5.399
C -0.750 -3.645 -4.814
C -1.998 -4.152 -4.968
C -2.923 -3.500 -5.753
C -2.610 -2.288 -6.367
C -1.332 -1.743 -6.176
H 1.254 0.337 -3.576
H -0.211 0.198 -4.566
H -2.030 0.903 -4.089
H -4.354 1.068 -4.796
H -6.039 -0.578 -3.992
H -5.336 -2.358 -2.414
H -3.001 -2.621 -1.783
H 1.885 -0.905 -1.527
H 3.241 -2.629 -0.381
H 2.242 -4.832 0.231
H -0.029 -5.310 -0.337
H -1.461 -3.661 -1.493
H 1.630 -2.456 -7.573
H 2.291 -1.275 -9.704
H 2.610 1.108 -9.683
H 2.349 2.422 -7.618
H 1.728 1.382 -5.519
H 0.031 -4.145 -4.233
H -2.253 -5.121 -4.548
H -3.908 -3.945 -5.906
H -3.303 -1.793 -7.028
H -1.068 -0.819 -6.687
Cl -1.470 1.511 -1.034
Ge -5.052 0.488 -0.680
Cl -3.614 1.978 1.436
Cl -7.014 1.015 0.091

Record 4
118
Properties=species:S:1:pos:R:3 method="wB97M-V/def2-TZVPD" relative_energy_kcal_mol=46.3 charge=-2 orbital_gap_ha=0.2084 total_energy_ev=-200790.4670 e_lumo_ha=0.1275 spin_multiplicity=1
Rb -0.787 0.398 0.022
C -9.313 -0.699 -0.881
C -7.830 -0.942 -0.955
C -6.934 -0.088 -0.322
C -5.568 -0.322 -0.365
C -5.091 -1.424 -1.051
C -5.970 -2.282 -1.682
C -7.333 -2.045 -1.637
S -3.295 -1.691 -1.227
O -3.153 -2.925 -1.995
O -2.851 -0.500 -1.909
N -2.628 -1.756 0.205
C -2.981 -2.559 1.201
C -4.037 -3.483 1.188
C -4.390 -4.209 2.316
C -3.721 -4.073 3.510
C -2.630 -3.189 3.584
C -1.898 -2.974 4.770
C -0.853 -2.087 4.773
C -0.512 -1.448 3.568
N -1.170 -1.634 2.456
C -2.230 -2.448 2.434
H -9.521 0.356 -0.723
H -9.743 -1.258 -0.048
H -9.809 -1.027 -1.794
H -7.309 0.778 0.205
H -4.865 0.342 0.114
H -5.558 -3.131 -2.206
H -8.015 -2.717 -2.141
H -4.591 -3.619 0.270
H -5.230 -4.894 2.253
H -4.026 -4.621 4.395
H -2.184 -3.511 5.669
H -0.296 -1.873 5.675
H 0.328 -0.769 3.506
N -1.684 3.932 -1.068
C -1.173 4.174 0.305
C -1.283 5.644 0.641
P -2.588 3.201 1.121
O -2.238 3.093 2.673
O -3.748 4.123 0.905
O -2.650 1.890 0.417
P 0.610 3.660 0.069
O 0.792 4.821 -1.226
O 1.610 4.135 1.054
O 0.649 2.371 -0.660
H -2.709 4.033 -1.000
H -1.460 2.933 -1.219
H -1.196 4.516 -1.751
H -2.325 5.917 0.813
H -0.868 6.266 -0.155
H -0.717 5.840 1.548
H -1.377 2.603 2.639
H 1.478 5.382 -0.877
O 0.007 -1.112 -2.173
P 1.363 -1.325 -2.652
C 2.447 -2.241 -1.483
P 2.634 -1.162 0.019
O 1.357 -0.636 0.443
C 3.976 -0.006 -0.378
C 5.176 -0.459 -0.922
C 6.197 0.433 -1.182
C 6.024 1.778 -0.897
C 4.837 2.225 -0.338
C 3.808 1.335 -0.073
C 3.368 -2.360 1.198
C 2.484 -3.331 1.657
C 2.930 -4.341 2.489
C 4.260 -4.379 2.879
C 5.130 -3.383 2.466
C 4.685 -2.374 1.629
C 2.257 0.166 -3.165
C 1.536 1.352 -3.182
C 2.161 2.528 -3.556
C 3.497 2.513 -3.912
C 4.207 1.322 -3.932
C 3.587 0.145 -3.565
C 1.361 -2.399 -4.145
C 0.962 -3.719 -3.977
C 0.816 -4.552 -5.070
C 1.049 -4.064 -6.346
C 1.424 -2.742 -6.522
C 1.579 -1.912 -5.425
H 3.382 -2.580 -1.926
H 1.857 -3.101 -1.147
H 5.311 -1.511 -1.137
H 7.131 0.080 -1.603
H 6.826 2.474 -1.106
H 4.709 3.268 -0.097
H 2.880 1.665 0.372
H 1.444 -3.264 1.366
H 2.244 -5.101 2.838
H 4.618 -5.177 3.514
H 6.159 -3.393 2.798
H 5.362 -1.590 1.322
H 0.498 1.331 -2.886
H 1.616 3.460 -3.542
H 3.996 3.433 -4.181
H 5.245 1.317 -4.231
H 4.132 -0.789 -3.598
H 0.740 -4.075 -2.982
H 0.507 -5.578 -4.931
H 0.923 -4.710 -7.204
H 1.585 -2.357 -7.520
H 1.862 -0.877 -5.562
Br -0.005 6.915 4.824
C 0.970 5.275 4.699
C 2.062 5.103 5.529
N 2.810 4.014 5.481
C 2.484 3.085 4.593
C 1.390 3.160 3.739
C 0.597 4.299 3.800
C 1.134 2.012 2.733
O 2.010 1.151 2.701
O 0.065 2.075 2.087
H 2.345 5.855 6.256
H 3.124 2.215 4.548
H -0.262 4.406 3.158